Formula: C5H12NO2
Source: OMol25
Level of theory: the ωB97M-V functional and the def2-TZVPD basis

Positions of all 20 atoms, in Å:
H: -0.2652 -2.1716 -2.3610
O: 0.7103 2.1832 -1.8463
C: -1.0776 -0.0437 2.0843
C: 0.8150 -0.8238 0.5186
H: 1.3882 -0.2525 -0.2081
H: -1.7074 0.6905 2.5439
H: -0.6394 2.1363 1.1557
H: 0.4945 -2.8567 -0.0680
C: -0.4024 -1.4694 -1.5132
H: -1.1569 -1.0704 2.3718
H: -0.2422 1.5421 -0.2979
H: 1.3473 2.1211 -2.5721
H: -0.0924 2.0292 -2.3455
C: -0.0428 -1.9218 -0.1345
H: -0.8858 -2.0804 0.5303
C: -0.0551 0.1576 1.2697
O: -0.7055 -0.3281 -1.7465
N: 0.0546 1.5482 0.6946
H: 0.9895 1.9190 0.6850
H: 1.4731 -1.3090 1.2391

Force components x, y, z for each atom (eV/Å):
-0.2740 -0.0402 0.2883
0.3228 0.0794 -0.5987
1.4536 -0.6248 -0.1226
-0.4398 0.0725 1.1100
0.2381 -0.2861 -0.0581
-0.2016 0.2910 -0.0290
0.5293 0.3867 0.2881
0.1920 -0.3017 -0.6379
0.1716 -0.5571 -0.6401
-0.5432 -0.3875 0.5067
0.4895 -0.3973 0.1276
0.3567 0.1266 0.3851
-0.6488 -0.0888 -0.0923
0.6149 0.1761 0.6952
-0.5215 -0.0189 -0.3839
-0.7998 1.2581 -1.1019
-0.2520 0.4551 0.1419
-1.3969 -0.7881 -0.0068
0.4556 0.4893 0.2312
0.2535 0.1556 -0.1029

Calculated values
orbital gap = 10.7 eV
strongest force on any atom = 1.85 eV Å⁻¹
energy above the lowest of the compared OMol25 structures with the same formula, charge and spin = 1.371 eV
highest occupied orbital energy = -13.907 eV
energy = -10957.2483 eV
M = 118.156 g mol⁻¹
E_LUMO = -0.11604 Ha
net charge = +1